Entry 1:
# C2H5NO2S

C2H5NO2S in the gas phase at a distorted geometry (the ωB97M-V functional and the def2-TZVPD basis, OMol25).

Values from the calculation:
charge = 0
LUMO energy = 0.342 eV
energy above the lowest of the compared OMol25 structures with the same formula, charge and spin = 62.06 kcal per mole
calculated total energy = -682.540680 a.u.
SMILES = COC(=S)NO

Cartesian coordinates (Å):
1 C -0.87 -1.27 -0.01
2 O 0.51 -1.06 -0.28
3 C 1.15 0.00 -0.03
4 S 2.80 -0.06 -0.18
5 N 0.55 1.18 0.35
6 O -0.53 1.50 -0.54
7 H -1.09 -0.87 1.04
8 H -1.04 -2.36 -0.01
9 H -1.51 -0.81 -0.75
10 H 1.27 1.94 0.34
11 H -1.25 1.82 0.08


Entry 2:
# C5H15N2

2 unconnected molecules or ions with the total composition C5H15N2 at a distorted geometry (the ωB97M-V functional and the def2-TZVPD basis, OMol25).

Values from the calculation:
charge = +1
LUMO energy = -6.982 eV
energy above the lowest of the compared OMol25 structures with the same formula, charge and spin = 84.48 kcal per mole
calculated total energy = -308.658049 a.u.

Cartesian coordinates (Å):
1 C 1.10 0.15 -0.94
2 C -0.36 0.31 -1.08
3 C -1.17 1.10 -0.19
4 C -1.90 0.27 0.91
5 C -2.69 -0.90 0.28
6 N 3.26 -1.36 1.53
7 N 1.66 1.49 -1.17
8 H 1.46 -0.60 -1.64
9 H 1.32 -0.16 0.08
10 H 3.34 -1.50 2.52
11 H -0.76 0.21 -2.09
12 H -0.56 1.81 0.38
13 H -1.93 1.60 -0.78
14 H -2.49 0.94 1.52
15 H -1.16 -0.16 1.59
16 H -2.88 -1.74 0.94
17 H -2.07 -1.20 -0.57
18 H 2.36 -1.56 1.16
19 H -3.65 -0.63 -0.14
20 H 3.99 -1.78 0.99
21 H 0.94 2.20 -1.27
22 H 2.20 1.49 -2.03


Entry 3:
# CHAuF3NO4S2

A molecular structure, CHAuF3NO4S2 at a distorted geometry (the ωB97M-V functional and the def2-TZVPD basis, OMol25).

Values from the calculation:
charge = +2
LUMO energy (spin up / spin down) = -12.938 / -14.656 eV
⟨S²⟩ = 2.024
calculated total energy = -1624.916330 a.u.
multiplicity = 3

Cartesian coordinates (Å):
1 N 0.67 -0.71 0.70
2 S 2.04 -0.34 0.04
3 O 2.98 -1.42 -0.01
4 O 1.81 0.45 -1.21
5 S -0.66 0.23 0.72
6 O -0.49 1.48 -0.07
7 O -1.17 0.36 2.06
8 C -1.89 -0.78 -0.28
9 F -1.45 -0.88 -1.51
10 F -2.01 -1.96 0.27
11 F -3.03 -0.13 -0.25
12 H 2.31 1.52 0.53
13 Au 0.88 2.17 -1.00


Entry 4:
# C20H31InNO8

A molecular structure, C20H31InNO8 at a distorted geometry (the ωB97M-V functional and the def2-TZVPD basis, OMol25).

Values from the calculation:
charge = -1
LUMO energy = 1.988 eV
energy above the lowest of the compared OMol25 structures with the same formula, charge and spin = 258.28 kcal per mole
calculated total energy = -1626.931071 a.u.

Cartesian coordinates (Å):
1 C -2.95 -1.29 -0.98
2 C -1.97 -0.60 -1.76
3 In -0.49 0.83 -2.80
4 C 0.97 1.48 -1.18
5 C 0.09 1.65 0.23
6 O 0.10 0.71 1.21
7 C -1.72 2.69 -3.37
8 C -2.34 3.26 -1.96
9 C -3.90 3.85 -2.14
10 N -4.48 3.90 -0.75
11 C -5.99 3.96 -0.74
12 C -6.75 2.67 -1.41
13 C -5.95 1.21 -1.45
14 C -6.72 -0.08 -2.18
15 C -8.24 0.14 -2.83
16 C -9.00 1.62 -2.75
17 C -8.25 2.91 -2.04
18 O -8.86 4.26 -1.92
19 H -3.79 -1.52 -0.16
20 H 0.27 0.04 -4.22
21 H 1.82 0.69 -0.98
22 H 1.46 2.54 -1.38
23 H -0.61 2.58 0.43
24 H -2.56 2.46 -4.16
25 H -0.99 3.51 -3.77
26 H -2.48 2.30 -1.26
27 H -1.68 4.07 -1.43
28 H -3.89 4.92 -2.68
29 H -4.42 3.11 -2.88
30 H -4.17 4.85 -0.37
31 H -6.32 3.98 0.41
32 H -6.38 4.98 -1.19
33 H -4.88 1.09 -0.98
34 H -6.17 -1.12 -2.21
35 H -8.83 -0.72 -3.39
36 H -10.07 1.84 -3.22
37 H -9.48 4.30 -1.14
38 C 5.38 -2.33 4.04
39 O 4.06 -2.48 3.51
40 C 3.24 -1.43 3.77
41 O 3.53 -0.43 4.39
42 O 2.03 -1.70 3.21
43 C 1.05 -0.68 3.40
44 H 5.95 -3.23 3.77
45 H 5.87 -1.46 3.60
46 H 5.34 -2.26 5.13
47 H 1.38 0.26 2.94
48 H 0.85 -0.54 4.47
49 H 0.13 -1.00 2.91
50 C 11.52 -4.52 1.64
51 O 10.29 -4.75 2.33
52 C 9.23 -4.99 1.51
53 O 9.26 -5.02 0.29
54 O 8.14 -5.18 2.29
55 C 6.94 -5.44 1.56
56 H 12.30 -4.34 2.39
57 H 11.80 -5.41 1.06
58 H 11.45 -3.64 1.00
59 H 7.04 -6.36 0.98
60 H 6.69 -4.59 0.92
61 H 6.13 -5.58 2.28